[1]
{
  "formula": "C36H43EuN8OS2Si2",
  "method": "the ωB97M-V functional and the def2-TZVPD basis",
  "s2": 15.79,
  "e_above_lowest_kcal_mol": 0.0,
  "fmax_ev_per_a": 1.815,
  "charge": -1,
  "orbital_gap_ev": [5.507, 5.872],
  "spin_multiplicity": 8,
  "homo_ev": [-3.23, -3.70],
  "e_tot_ha": -3996.78597,
  "species": ["Eu", "C", "C", "C", "C", "C", "C", "N", "C", "C", "C", "C", "C", "C", "N", "N", "C", "C", "C", "C", "C", "N", "H", "H", "H", "H", "H", "H", "H", "H", "H", "H", "H", "H", "H", "C", "Si", "C", "C", "C", "C", "C", "C", "C", "C", "N", "Si", "C", "C", "C", "H", "H", "H", "H", "H", "H", "H", "H", "H", "H", "H", "H", "H", "H", "H", "H", "H", "H", "H", "H", "H", "H", "O", "S", "N", "N", "C", "S", "N", "C", "C", "C", "C", "C", "C", "H", "H", "H", "H", "H", "H", "H", "H"],
  "coordinates": [[-0.056, -0.676, 0.694], [-5.810, -0.220, -1.370], [-5.059, -0.097, -0.206], [-3.738, -0.490, -0.175], [-3.128, -1.078, -1.294], [-3.893, -1.158, -2.481], [-5.208, -0.734, -2.512], [-1.810, -1.431, -1.206], [-1.378, -2.606, -1.777], [-2.235, -3.653, -2.155], [-1.717, -4.810, -2.726], [-0.351, -4.960, -2.916], [0.519, -3.963, -2.498], [0.022, -2.803, -1.913], [0.852, -1.805, -1.398], [2.141, -1.979, -1.674], [2.974, -1.169, -1.031], [4.354, -1.222, -1.428], [5.277, -0.461, -0.800], [4.865, 0.355, 0.283], [3.539, 0.359, 0.615], [2.578, -0.340, -0.020], [-6.849, 0.096, -1.389], [-5.506, 0.317, 0.693], [-3.171, -0.408, 0.741], [-3.430, -1.582, -3.366], [-5.783, -0.817, -3.432], [-3.297, -3.569, -1.987], [-2.404, -5.606, -2.989], [0.047, -5.863, -3.360], [1.589, -4.076, -2.604], [4.599, -1.901, -2.228], [6.318, -0.485, -1.108], [5.571, 0.953, 0.836], [3.210, 0.958, 1.452], [-0.941, 4.064, 2.027], [0.534, 2.902, 2.310], [1.596, 3.756, 3.655], [1.602, 3.031, 0.727], [-0.039, 1.151, 2.718], [1.042, 0.372, 3.396], [1.557, 0.664, 4.673], [2.552, -0.118, 5.211], [3.051, -1.189, 4.484], [2.495, -1.439, 3.243], [1.513, -0.688, 2.725], [-1.616, 1.027, 3.750], [-3.103, 1.561, 2.689], [-1.859, -0.777, 4.304], [-1.700, 2.055, 5.367], [-0.570, 5.089, 1.864], [-1.632, 4.086, 2.868], [-1.507, 3.776, 1.137], [1.868, 4.766, 3.326], [2.524, 3.207, 3.841], [1.076, 3.848, 4.610], [1.201, 3.809, 0.076], [1.571, 2.120, 0.133], [2.647, 3.254, 0.957], [1.177, 1.522, 5.221], [2.927, 0.111, 6.206], [3.848, -1.812, 4.868], [2.820, -2.273, 2.633], [-2.812, 1.775, 1.660], [-3.578, 2.461, 3.087], [-3.861, 0.777, 2.667], [-2.202, -1.407, 3.480], [-2.597, -0.844, 5.111], [-0.927, -1.204, 4.680], [-1.457, 3.110, 5.196], [-1.028, 1.660, 6.129], [-2.712, 2.013, 5.780], [0.693, -3.007, 1.141], [-0.665, -3.377, 1.655], [-1.618, -2.257, 1.601], [-1.614, 0.850, -3.555], [-0.609, 1.111, -2.712], [-0.940, 1.678, -1.160], [0.669, 1.002, -3.124], [1.165, 0.652, -4.400], [0.524, 1.040, -5.573], [1.047, 0.650, -6.794], [2.216, -0.097, -6.860], [2.876, -0.434, -5.688], [2.357, -0.065, -4.458], [-2.530, 0.781, -3.120], [-1.452, 0.266, -4.362], [1.332, 1.058, -2.361], [-0.351, 1.667, -5.524], [0.543, 0.943, -7.705], [2.621, -0.387, -7.822], [3.795, -0.999, -5.717], [2.853, -0.364, -3.546]]
}

***

[2]
{
  "formula": "C36H43IrN3O4P2S2",
  "method": "the ωB97M-V functional and the def2-TZVPD basis",
  "s2": 8.78,
  "e_above_lowest_kcal_mol": 4.0,
  "fmax_ev_per_a": 0.519,
  "charge": 2,
  "orbital_gap_ev": [8.488, 5.235],
  "spin_multiplicity": 6,
  "homo_ev": [-12.62, -13.75],
  "e_tot_ha": -3445.72304,
  "species": ["Ir", "O", "S", "O", "O", "C", "C", "C", "C", "C", "C", "P", "C", "C", "C", "C", "C", "C", "C", "C", "C", "C", "C", "C", "H", "H", "H", "H", "H", "H", "H", "H", "H", "H", "H", "H", "H", "H", "O", "P", "N", "C", "C", "C", "C", "N", "C", "C", "C", "C", "N", "C", "C", "C", "C", "H", "H", "H", "H", "H", "H", "H", "H", "H", "H", "H", "H", "H", "H", "H", "H", "H", "H", "H", "H", "H", "H", "H", "H", "S", "C", "C", "C", "C", "C", "C", "H", "H", "H", "H", "H"],
  "coordinates": [[-0.495, 0.012, 0.705], [-2.990, -0.058, 0.079], [-2.525, -1.750, 0.053], [-1.885, -1.619, 1.413], [-1.409, -1.689, -0.917], [-3.377, 0.492, -1.134], [-4.633, 0.211, -1.642], [-5.015, 0.788, -2.842], [-4.152, 1.642, -3.521], [-2.898, 1.913, -3.003], [-2.495, 1.338, -1.797], [-0.839, 1.587, -1.134], [0.271, 1.551, -2.547], [0.669, 2.699, -3.230], [1.408, 2.581, -4.400], [1.732, 1.326, -4.895], [1.326, 0.180, -4.221], [0.603, 0.289, -3.045], [-0.752, 3.212, -0.350], [-1.896, 3.768, 0.216], [-1.802, 4.930, 0.967], [-0.571, 5.542, 1.159], [0.574, 4.990, 0.597], [0.486, 3.827, -0.152], [-5.298, -0.443, -1.095], [-5.994, 0.573, -3.248], [-4.458, 2.094, -4.454], [-2.223, 2.563, -3.545], [0.396, 3.681, -2.865], [1.712, 3.470, -4.934], [2.289, 1.240, -5.819], [1.563, -0.797, -4.623], [0.263, -0.602, -2.528], [-2.862, 3.300, 0.069], [-2.695, 5.366, 1.395], [-0.505, 6.457, 1.731], [1.530, 5.480, 0.725], [1.378, 3.408, -0.605], [1.738, -0.113, 0.030], [3.017, -0.697, 0.527], [4.341, -0.478, -0.359], [5.536, 0.334, -0.044], [5.430, 1.504, -1.014], [4.824, 0.882, -2.285], [4.198, -0.455, -1.845], [3.349, 0.317, 2.001], [3.393, -0.234, 3.338], [3.823, 0.933, 4.216], [3.193, 2.143, 3.519], [3.204, 1.763, 2.037], [2.947, -2.205, 1.058], [1.712, -2.886, 1.528], [1.944, -4.341, 1.146], [3.445, -4.510, 1.353], [4.036, -3.212, 0.816], [6.421, -0.273, -0.246], [5.573, 0.609, 1.008], [6.395, 1.971, -1.197], [4.762, 2.269, -0.612], [5.595, 0.700, -3.031], [4.077, 1.534, -2.734], [4.738, -1.310, -2.253], [3.149, -0.542, -2.122], [4.007, -1.136, 3.359], [2.354, -0.549, 3.554], [4.912, 1.002, 4.209], [3.501, 0.805, 5.247], [3.745, 3.062, 3.703], [2.166, 2.296, 3.841], [4.039, 2.200, 1.477], [2.297, 2.013, 1.474], [0.828, -2.467, 1.044], [1.610, -2.773, 2.610], [1.675, -4.501, 0.101], [1.353, -5.018, 1.759], [3.854, -5.373, 0.833], [3.669, -4.619, 2.415], [4.240, -3.273, -0.252], [4.953, -2.923, 1.327], [-0.273, 1.358, 2.547], [-0.214, 0.500, 4.053], [0.074, 1.266, 5.196], [0.167, 0.659, 6.434], [-0.035, -0.712, 6.549], [-0.340, -1.476, 5.426], [-0.433, -0.880, 4.183], [0.207, 2.337, 5.098], [0.380, 1.251, 7.313], [0.025, -1.184, 7.520], [-0.526, -2.536, 5.530], [-0.718, -1.462, 3.318]]
}

***

[3]
{
  "formula": "C36H44AlN3P",
  "method": "the ωB97M-V functional and the def2-TZVPD basis",
  "e_above_lowest_kcal_mol": 23.3,
  "fmax_ev_per_a": 2.276,
  "charge": -1,
  "orbital_gap_ev": [3.330, 3.420],
  "spin_multiplicity": 1,
  "homo_ev": [-0.74, -0.84],
  "e_tot_ha": -2146.11610,
  "species": ["Al", "N", "N", "C", "C", "C", "C", "H", "H", "H", "C", "C", "H", "H", "H", "C", "C", "H", "H", "H", "C", "H", "H", "H", "C", "H", "H", "H", "C", "H", "C", "H", "C", "H", "C", "H", "C", "C", "H", "C", "C", "H", "C", "H", "N", "C", "C", "C", "H", "C", "C", "H", "H", "H", "C", "H", "C", "C", "H", "H", "H", "C", "H", "H", "H", "C", "P", "C", "C", "C", "C", "C", "C", "C", "H", "H", "H", "H", "H", "H", "H", "H", "H", "H", "H"],
  "coordinates": [[-0.501, -0.688, 0.003], [-1.659, -1.853, 1.891], [-0.358, -2.764, -1.107], [3.002, 0.007, 0.242], [3.040, -1.345, 0.680], [2.498, -1.395, 1.999], [2.390, -2.592, 2.865], [2.390, -3.521, 2.282], [1.472, -2.566, 3.467], [3.241, -2.645, 3.566], [2.091, -0.081, 2.356], [1.438, 0.331, 3.620], [2.132, 0.927, 4.236], [1.127, -0.537, 4.216], [0.545, 0.948, 3.427], [2.445, 0.792, 1.287], [2.321, 2.266, 1.283], [1.472, 2.597, 1.894], [2.186, 2.654, 0.264], [3.222, 2.752, 1.699], [3.548, -2.487, -0.114], [4.645, -2.565, -0.023], [3.313, -2.363, -1.182], [3.124, -3.447, 0.210], [3.466, 0.528, -1.064], [2.630, 0.791, -1.733], [4.092, -0.212, -1.579], [4.061, 1.443, -0.924], [-2.132, -1.898, 3.131], [-2.506, -0.942, 3.515], [-2.154, -3.089, 3.867], [-2.607, -3.099, 4.859], [-1.649, -4.254, 3.265], [-1.767, -5.214, 3.757], [-1.047, -4.166, 2.005], [-0.594, -5.016, 1.489], [-0.998, -2.910, 1.369], [-0.034, -2.551, 0.286], [1.002, -2.844, 0.539], [-0.830, -1.578, -1.684], [0.289, -3.510, -2.080], [0.704, -4.474, -1.861], [0.239, -2.814, -3.231], [0.631, -3.058, -4.198], [-0.435, -1.620, -2.985], [-0.494, -0.422, -3.747], [0.689, 0.184, -4.197], [0.626, 1.533, -4.581], [1.528, 2.028, -4.951], [-0.567, 2.255, -4.514], [-0.610, 3.692, -4.918], [-0.425, 4.355, -4.068], [-1.581, 3.966, -5.334], [0.157, 3.879, -5.668], [-1.728, 1.602, -4.091], [-2.690, 2.114, -4.093], [-1.711, 0.274, -3.672], [-2.959, -0.380, -3.164], [-3.285, -1.205, -3.814], [-3.767, 0.364, -3.143], [-2.838, -0.797, -2.151], [1.999, -0.537, -4.215], [1.965, -1.490, -4.762], [2.403, -0.741, -3.209], [2.718, 0.122, -4.720], [-3.337, 1.089, 0.097], [-1.575, 1.275, 0.546], [-0.904, 2.445, -0.695], [-1.695, 2.113, 2.177], [-2.616, 1.660, 3.146], [-2.660, 2.245, 4.413], [-1.803, 3.308, 4.728], [-0.962, 3.832, 3.738], [-0.909, 3.247, 2.468], [-3.767, 0.199, 0.577], [-3.868, 1.987, 0.445], [-3.438, 1.000, -0.994], [-1.732, 2.821, -1.314], [-0.390, 3.291, -0.221], [-0.196, 1.927, -1.358], [-3.316, 0.854, 2.903], [-3.357, 1.863, 5.164], [-1.794, 3.727, 5.737], [-0.325, 4.694, 3.957], [-0.275, 3.688, 1.695]]
}